(1)
{
  "formula": "C20H20Br2N6OPdS",
  "method": "wB97M-V/def2-TZVPD",
  "spin_multiplicity": 1,
  "orbital_gap_ev": 5.11,
  "e_lumo_ev": 4.47,
  "homo_energy_ev": -0.6,
  "total_charge": -2,
  "species": ["Pd", "S", "C", "C", "C", "C", "C", "N", "H", "H", "H", "H", "Br", "C", "C", "C", "Br", "C", "C", "C", "C", "N", "C", "C", "O", "H", "H", "H", "H", "C", "N", "C", "N", "C", "N", "C", "N", "C", "C", "H", "H", "H", "H", "H", "H", "H", "H", "H", "H", "H", "H"],
  "xyz": [[-0.923, -1.789, 0.632], [-2.990, -2.148, -1.588], [-3.326, -0.573, -0.790], [-4.263, 0.376, -1.212], [-4.755, 1.364, -0.331], [-4.081, 1.542, 0.954], [-3.102, 0.633, 1.235], [-2.728, -0.342, 0.416], [-4.676, 0.384, -2.194], [-5.445, 2.133, -0.682], [-4.287, 2.334, 1.626], [-2.532, 0.745, 2.129], [5.159, 0.214, 1.275], [3.428, -0.124, 2.065], [3.002, 0.796, 2.979], [1.810, 0.598, 3.694], [1.042, 2.032, 4.671], [1.010, -0.552, 3.398], [-0.146, -0.871, 4.027], [-0.977, -1.920, 3.608], [-0.634, -2.632, 2.442], [0.614, -2.467, 1.858], [1.361, -1.429, 2.326], [2.601, -1.215, 1.576], [2.789, -1.783, 0.499], [3.730, 1.636, 3.185], [-0.502, -0.233, 4.839], [-1.900, -2.163, 4.136], [-1.139, -3.591, 2.273], [0.800, -1.291, -2.117], [-0.054, -0.309, -1.477], [-0.670, 0.550, -2.473], [0.349, 1.323, -3.299], [1.239, 0.343, -3.888], [1.835, -0.553, -2.944], [2.645, 0.163, -1.984], [1.843, 1.237, -1.342], [0.766, 0.578, -0.596], [1.138, 2.069, -2.341], [0.155, -1.831, -2.890], [1.381, -1.946, -1.468], [-1.251, 1.293, -1.943], [-1.355, -0.068, -3.117], [2.043, 0.944, -4.371], [0.791, -0.246, -4.596], [3.489, 0.562, -2.491], [2.913, -0.517, -1.250], [0.118, 1.297, -0.075], [1.282, 0.055, 0.193], [1.877, 2.671, -2.856], [0.527, 2.721, -1.722]],
  "forces_ev_per_a": [[-0.51, 0.99, -0.41], [-0.33, 1.82, 0.44], [0.41, -1.46, 0.72], [-1.34, 1.59, 1.09], [2.48, 0.10, 0.89], [-1.64, -0.85, -2.66], [0.37, 0.05, -0.69], [0.07, -1.10, -0.65], [-0.19, -0.45, -0.64], [-0.06, -0.36, 0.06], [-0.40, 0.58, 0.46], [0.47, -0.16, 0.63], [-0.36, -0.25, -0.10], [-0.20, -1.14, -0.61], [0.14, 1.23, 1.80], [0.96, -0.42, -1.20], [0.10, 0.19, 0.32], [1.93, 0.16, -1.78], [-4.05, -1.31, 1.49], [0.84, 1.84, 0.73], [0.51, -1.00, -0.13], [-0.49, -0.60, 0.68], [0.84, 0.72, 0.15], [0.25, 1.54, 0.16], [0.83, -1.01, -0.78], [-1.34, -0.76, -0.09], [0.14, -0.26, 0.01], [0.18, 0.18, -0.09], [0.28, 0.01, 0.06], [-0.17, 0.55, -3.04], [0.51, 0.28, 1.46], [-0.14, -0.24, -0.86], [-1.53, -0.77, 0.78], [1.90, 1.60, 1.05], [0.26, -1.36, 0.64], [-1.81, 1.43, -0.90], [-0.57, 0.40, -0.39], [0.48, -0.37, 0.27], [1.07, -0.01, 0.81], [0.70, 0.20, 1.29], [-0.61, 0.05, 0.37], [-0.35, 0.14, 0.06], [0.75, 0.59, 0.42], [-0.18, -0.49, 0.04], [-1.63, -1.19, -1.98], [0.92, 0.67, -0.33], [0.95, -1.12, 1.57], [0.01, 0.03, -0.47], [-0.34, -0.72, 0.05], [0.23, 0.23, -0.39], [-0.37, 0.26, -0.33]],
  "mulliken_charge": [0.242, -0.454, 0.144, -0.576, -0.262, -0.810, -0.307, -0.049, 0.389, 0.329, 0.448, 0.363, -0.302, 0.011, -0.377, -0.254, -0.322, 0.944, -0.585, -0.819, -0.201, -1.053, 0.454, 0.711, -0.763, 0.224, 0.257, 0.345, 0.351, -0.601, 0.745, -0.822, -0.002, -0.819, -0.015, -0.972, 0.059, 0.943, -0.815, 0.237, 0.249, 0.311, 0.178, 0.373, 0.375, 0.282, 0.583, 0.344, -1.502, 0.307, 0.486]
}


(2)
{
  "formula": "C20H20Cl5FeGeN4O2S",
  "method": "wB97M-V/def2-TZVPD",
  "spin_multiplicity": 5,
  "orbital_gap_ev": [7.12, 7.73],
  "e_lumo_ev": [2.39, 2.39],
  "homo_energy_ev": [-4.7, -5.3],
  "total_charge": -1,
  "species": ["Fe", "N", "C", "C", "C", "C", "C", "C", "S", "O", "O", "N", "C", "N", "C", "C", "C", "N", "H", "H", "H", "H", "H", "H", "H", "H", "H", "Cl", "C", "C", "C", "Cl", "C", "Cl", "C", "Cl", "C", "Cl", "C", "Ge", "C", "C", "C", "H", "H", "H", "H", "H", "H", "H", "H", "H", "H", "H"],
  "xyz": [[-1.547, 0.458, 0.341], [7.983, 0.157, -1.759], [6.599, 0.246, -1.532], [6.023, 1.447, -1.123], [4.672, 1.524, -0.828], [3.866, 0.392, -0.925], [4.434, -0.806, -1.346], [5.783, -0.876, -1.652], [2.044, 0.700, 1.001], [2.975, 1.673, 1.546], [2.528, 0.446, -0.654], [0.592, 1.321, 0.617], [0.292, 2.592, 0.329], [-1.044, 2.754, 0.085], [-1.494, 3.982, -0.101], [-0.661, 5.087, -0.082], [0.691, 4.819, 0.092], [1.177, 3.607, 0.286], [8.418, 1.035, -1.989], [8.262, -0.583, -2.381], [6.646, 2.331, -1.040], [4.228, 2.456, -0.510], [3.801, -1.679, -1.448], [6.216, -1.814, -1.982], [-2.560, 4.079, -0.282], [-1.039, 6.089, -0.220], [1.423, 5.623, 0.072], [-5.096, 0.939, -1.744], [-5.032, 0.826, -0.010], [-3.789, 0.747, 0.595], [-3.830, 0.667, 1.981], [-2.250, 0.500, 2.722], [-4.977, 0.701, 2.755], [-4.905, 0.649, 4.478], [-6.203, 0.776, 2.097], [-7.670, 0.793, 3.003], [-6.232, 0.827, 0.703], [-7.756, 0.898, -0.109], [-0.780, -4.531, -1.431], [-1.391, -3.202, -0.072], [-3.310, -3.584, 0.240], [-0.460, -3.672, 1.611], [-1.076, -1.390, -0.624], [-0.951, -5.553, -1.084], [0.286, -4.408, -1.632], [-1.321, -4.391, -2.369], [-3.467, -4.653, 0.397], [-3.920, -3.270, -0.608], [-3.664, -3.052, 1.125], [-0.524, -4.747, 1.794], [-0.919, -3.153, 2.455], [0.594, -3.393, 1.574], [-1.657, -1.160, -1.529], [-0.014, -1.221, -0.831]],
  "forces_ev_per_a": [[0.15, -0.28, -0.84], [0.02, -0.01, 0.16], [-0.09, -0.02, 0.03], [0.06, -0.07, -0.07], [-0.09, 0.00, 0.00], [0.28, -0.05, 0.05], [-0.08, 0.06, 0.00], [0.10, 0.01, -0.03], [-0.56, -0.04, -0.43], [0.18, 0.10, 0.14], [-0.16, 0.24, 0.07], [-0.06, -0.48, 0.30], [0.04, 0.35, -0.14], [0.19, -0.41, 0.14], [-0.17, 0.03, -0.07], [0.03, 0.01, -0.01], [-0.15, -0.05, 0.01], [0.16, -0.11, -0.03], [0.04, 0.00, -0.09], [-0.01, 0.02, -0.09], [-0.03, 0.01, 0.04], [-0.03, -0.01, 0.02], [-0.02, 0.01, 0.05], [-0.02, -0.01, 0.02], [-0.01, -0.03, 0.02], [0.00, -0.01, -0.02], [-0.02, 0.00, -0.01], [0.00, 0.00, -0.25], [0.16, 0.03, 0.15], [0.38, -0.14, 0.43], [-0.34, 0.09, -0.57], [0.11, -0.01, 0.83], [0.00, -0.02, 0.08], [0.02, -0.02, 0.07], [0.04, -0.03, -0.07], [-0.02, 0.01, 0.03], [0.05, 0.02, 0.04], [-0.02, 0.01, -0.03], [-0.09, 0.18, 0.21], [-0.05, -0.21, 0.02], [0.15, 0.08, -0.04], [-0.06, 0.08, -0.16], [-0.25, 0.95, 0.39], [0.00, 0.00, 0.01], [0.00, 0.02, 0.00], [0.00, 0.02, 0.00], [0.02, 0.00, 0.01], [0.02, 0.02, -0.01], [0.01, 0.03, -0.01], [-0.01, 0.00, -0.01], [0.01, 0.03, -0.01], [0.00, 0.02, -0.02], [0.13, -0.27, -0.17], [0.01, -0.17, -0.16]],
  "lowdin_spin": [3.702, 0.000, 0.000, 0.000, 0.000, 0.000, 0.000, 0.000, 0.004, 0.002, 0.001, 0.029, 0.006, 0.028, 0.004, 0.001, 0.002, 0.000, 0.000, 0.000, 0.000, 0.000, 0.000, 0.000, 0.000, 0.000, 0.000, 0.003, 0.010, 0.030, 0.009, 0.045, 0.000, 0.002, 0.004, 0.001, 0.001, 0.001, 0.005, 0.015, 0.001, 0.001, 0.066, 0.001, 0.000, 0.000, 0.000, 0.000, 0.000, 0.000, 0.000, 0.000, 0.014, 0.012]
}


(3)
{
  "formula": "C20H20ClIMnN11O5",
  "method": "wB97M-V/def2-TZVPD",
  "spin_multiplicity": 6,
  "orbital_gap_ev": [6.60, 6.60],
  "e_lumo_ev": [1.40, 1.34],
  "homo_energy_ev": [-5.2, -5.3],
  "total_charge": -1,
  "species": ["Mn", "N", "C", "N", "N", "N", "N", "C", "N", "N", "N", "N", "H", "C", "O", "C", "C", "C", "C", "C", "C", "N", "C", "C", "C", "C", "C", "C", "C", "O", "H", "H", "H", "H", "H", "H", "H", "H", "H", "H", "H", "H", "H", "N", "C", "O", "C", "I", "H", "H", "H", "H", "Cl", "C", "C", "O", "O", "H", "H"],
  "xyz": [[-0.189, -0.647, 1.708], [2.146, 1.800, 0.662], [2.532, 0.497, 0.459], [3.665, 0.158, -0.138], [3.651, -1.182, -0.150], [2.569, -1.621, 0.409], [1.827, -0.573, 0.820], [0.898, 2.204, 1.077], [0.562, 3.473, 1.194], [-0.740, 3.453, 1.541], [-1.155, 2.232, 1.654], [-0.130, 1.400, 1.363], [2.808, 2.520, 0.435], [-1.078, 3.007, -1.664], [-0.426, 1.740, -1.745], [0.178, 1.387, -2.886], [0.488, 2.269, -3.915], [1.154, 1.822, -5.049], [1.506, 0.490, -5.175], [1.162, -0.402, -4.170], [0.492, 0.021, -3.034], [0.205, -0.935, -2.021], [-0.779, -1.000, -1.123], [-2.008, -0.382, -1.067], [-2.668, 0.238, -2.184], [-3.860, 0.847, -2.045], [-4.483, 0.930, -0.752], [-3.904, 0.385, 0.336], [-2.650, -0.331, 0.248], [-2.165, -0.869, 1.282], [-1.652, 3.002, -0.744], [-1.759, 3.135, -2.511], [-0.357, 3.824, -1.632], [0.231, 3.313, -3.820], [1.402, 2.529, -5.832], [2.032, 0.140, -6.053], [1.404, -1.456, -4.265], [0.922, -1.633, -1.902], [-0.540, -1.676, -0.312], [-2.212, 0.185, -3.166], [-4.345, 1.282, -2.910], [-5.430, 1.447, -0.651], [-4.346, 0.464, 1.320], [1.730, -3.314, 3.052], [1.098, -3.412, 1.899], [0.055, -2.773, 1.641], [1.642, -4.413, 0.905], [1.048, -6.411, 1.470], [1.429, -2.651, 3.808], [2.589, -3.820, 3.179], [2.722, -4.397, 0.860], [1.225, -4.233, -0.075], [1.013, -0.144, 7.556], [0.054, 0.128, 6.084], [0.353, -0.848, 4.942], [-0.104, -0.451, 3.839], [0.958, -1.912, 5.166], [0.228, 1.140, 5.733], [-0.995, 0.024, 6.347]],
  "forces_ev_per_a": [[0.71, -0.15, 1.54], [0.06, -0.12, 0.12], [-0.05, -0.07, 0.00], [0.16, 0.12, -0.09], [-0.18, -0.09, 0.05], [0.16, -0.07, -0.28], [-0.23, 0.08, -0.01], [-0.42, -0.07, 0.09], [0.04, 0.37, -0.22], [-0.05, -0.36, 0.22], [0.15, 0.39, -0.11], [0.18, 0.44, -0.21], [0.01, 0.02, -0.03], [-0.01, 0.08, -0.14], [0.10, 0.18, 0.09], [-0.09, -0.16, 0.04], [0.07, 0.00, -0.13], [-0.04, 0.06, 0.05], [0.01, -0.10, -0.05], [0.02, -0.10, 0.00], [-0.20, 0.12, -0.07], [-0.14, 0.16, -0.15], [0.26, -0.13, -0.11], [-0.71, 0.47, 0.20], [0.40, -0.24, 0.15], [-0.47, 0.19, 0.03], [0.20, 0.02, -0.40], [0.13, -0.25, 0.19], [-0.20, -0.21, -0.25], [-0.40, 0.15, -0.51], [0.09, -0.07, 0.08], [0.05, -0.02, -0.05], [0.06, -0.03, 0.04], [-0.01, 0.01, 0.05], [0.00, -0.03, 0.04], [-0.02, 0.00, 0.04], [0.02, 0.06, 0.00], [0.27, 0.09, 0.21], [-0.02, -0.32, -0.04], [0.06, -0.03, 0.05], [-0.04, -0.01, 0.07], [0.02, 0.04, -0.03], [0.03, -0.03, 0.00], [0.22, 0.10, -0.22], [-0.25, -0.04, 0.30], [0.34, -0.46, -0.30], [-0.21, -0.05, 0.05], [0.07, 0.20, -0.09], [-0.19, -0.24, 0.05], [0.00, -0.03, -0.02], [0.09, -0.02, 0.04], [-0.06, 0.01, -0.03], [0.03, 0.01, 0.10], [-0.04, -0.10, -0.20], [0.23, -0.44, 0.06], [-0.07, 0.12, -0.33], [-0.12, 0.55, 0.07], [0.03, 0.03, 0.04], [-0.06, 0.03, 0.02]],
  "lowdin_spin": [4.641, 0.004, 0.007, 0.001, 0.007, 0.003, 0.039, 0.010, 0.002, 0.010, 0.005, 0.035, 0.000, 0.000, 0.001, 0.000, 0.000, 0.000, 0.000, 0.000, 0.000, 0.003, 0.015, 0.010, 0.002, 0.004, 0.006, 0.002, 0.017, 0.049, 0.000, 0.000, 0.000, 0.000, 0.000, 0.000, 0.000, 0.000, 0.006, 0.000, 0.000, 0.000, 0.000, 0.007, 0.012, 0.036, 0.002, 0.001, 0.000, 0.000, 0.000, 0.000, 0.001, 0.002, 0.008, 0.046, 0.005, 0.000, 0.000]
}


(4)
{
  "formula": "C20H20ClMgN2O6S",
  "method": "wB97M-V/def2-TZVPD",
  "spin_multiplicity": 1,
  "orbital_gap_ev": 6.90,
  "e_lumo_ev": 2.03,
  "homo_energy_ev": -4.9,
  "total_charge": -1,
  "species": ["Mg", "Cl", "C", "C", "C", "C", "O", "C", "C", "N", "C", "C", "C", "C", "C", "C", "C", "C", "N", "C", "C", "H", "H", "H", "H", "H", "H", "H", "H", "H", "H", "O", "S", "O", "O", "O", "C", "C", "O", "C", "C", "H", "H", "H", "H", "H", "H", "H", "H", "H", "H"],
  "xyz": [[0.061, -0.134, 0.129], [-0.485, 1.682, 7.100], [-0.595, 1.345, 5.397], [-1.833, 1.452, 4.755], [-1.903, 1.284, 3.400], [-0.750, 1.002, 2.599], [-0.822, 0.984, 1.341], [0.481, 0.798, 3.315], [1.652, 0.358, 2.647], [1.723, 0.256, 1.370], [2.804, -0.242, 0.704], [3.897, -0.894, 1.254], [4.976, -1.280, 0.454], [4.980, -1.052, -0.898], [3.862, -0.447, -1.509], [3.771, -0.192, -2.892], [2.647, 0.417, -3.382], [1.606, 0.751, -2.498], [1.658, 0.524, -1.213], [2.759, -0.050, -0.706], [0.530, 0.992, 4.702], [-2.715, 1.670, 5.341], [-2.855, 1.364, 2.898], [2.510, 0.117, 3.290], [3.910, -1.132, 2.308], [5.829, -1.754, 0.922], [5.829, -1.336, -1.506], [4.591, -0.478, -3.539], [2.549, 0.640, -4.436], [0.702, 1.217, -2.859], [1.473, 0.874, 5.218], [-1.474, -1.393, -0.110], [-0.317, -2.350, -0.200], [-0.738, -3.726, -0.310], [0.503, -2.066, 1.014], [0.492, -1.872, -1.352], [-1.600, -0.439, -3.278], [-2.254, 0.546, -2.324], [-1.264, 1.344, -1.699], [-1.822, 2.418, -0.980], [-0.718, 3.355, -0.520], [-2.352, -1.082, -3.727], [-0.904, -1.054, -2.709], [-1.065, 0.081, -4.069], [-2.816, -0.009, -1.565], [-2.948, 1.217, -2.872], [-2.364, 2.035, -0.110], [-2.527, 2.959, -1.639], [0.010, 2.776, 0.038], [-1.136, 4.126, 0.123], [-0.232, 3.827, -1.370]],
  "forces_ev_per_a": [[0.26, 1.17, -0.54], [-0.02, 0.00, 0.36], [0.22, -0.06, 0.00], [0.23, -0.01, -0.11], [-0.03, -0.01, -0.10], [0.14, 0.37, 1.00], [-0.89, 0.53, 0.13], [-0.69, -0.04, 0.16], [0.59, 0.12, -0.27], [-0.41, 0.19, 0.88], [1.55, -0.54, -0.04], [-0.60, 0.27, -0.09], [0.25, -0.01, -0.33], [0.00, -0.04, 0.18], [-0.28, 0.11, 0.26], [-0.28, 0.13, 0.00], [0.37, -0.09, -0.09], [0.00, 0.16, -0.14], [-0.24, 0.42, -0.43], [1.17, -0.30, 0.04], [-0.20, 0.05, 0.01], [-0.05, 0.04, -0.01], [-0.04, 0.01, -0.13], [-0.03, 0.10, -0.13], [0.01, 0.04, 0.04], [0.01, -0.07, -0.01], [0.00, -0.04, -0.03], [0.00, -0.01, -0.05], [-0.05, -0.02, 0.03], [-0.10, -0.03, -0.04], [0.06, -0.02, 0.07], [-0.26, 0.05, -0.21], [-0.54, -2.81, -0.11], [-0.02, -0.09, -0.04], [-0.06, 0.13, 0.02], [0.12, 0.14, -0.12], [0.03, 0.26, 0.45], [-0.55, -0.23, -0.50], [0.41, -0.14, 0.02], [-0.28, 0.63, 0.11], [-0.19, -0.39, -0.25], [-0.13, -0.06, -0.03], [0.05, -0.12, -0.15], [0.06, 0.09, -0.16], [0.03, 0.10, 0.00], [0.17, -0.15, 0.19], [-0.06, 0.02, -0.09], [0.08, -0.13, 0.15], [0.15, 0.13, 0.13], [-0.01, 0.08, 0.11], [0.08, 0.07, -0.11]],
  "mulliken_charge": [1.223, -0.275, 0.150, -0.572, -0.896, 0.051, -0.102, 0.714, 0.158, 0.344, 0.293, -0.867, -0.915, -0.856, 0.918, -0.787, -1.254, -0.188, 0.147, 0.676, -1.062, 0.405, 0.402, 0.019, 0.327, 0.366, 0.377, 0.409, 0.398, 0.727, 0.397, -0.789, 1.103, -0.790, -0.644, -0.768, -1.156, -0.340, -0.076, -0.325, -0.978, 0.395, 0.245, 0.301, 0.236, 0.501, 0.195, 0.477, -0.025, 0.371, 0.339]
}